{"formula": "C38H62Cl2F3NO9", "method": "ωB97M-V with the def2-TZVPD basis set", "charge": 0, "homo_lumo_gap_ha": 0.351, "total_energy_ev": -93526.0696, "smiles": "CCCCCCCCC[C@H](O[C@H](OCCC)OC(=O)c1ccccc1)[C@@H](CCC)N(COC(F)(F)F)/C(Cl)=C(\\C)Cl.CCOC(C)=O.CCOC(C)=O", "e_lumo_ev": 0.51, "elements": ["C", "C", "C", "C", "C", "C", "C", "C", "C", "C", "O", "C", "O", "C", "C", "C", "O", "C", "O", "C", "C", "C", "C", "C", "C", "C", "C", "C", "C", "N", "C", "O", "C", "F", "F", "F", "C", "Cl", "C", "C", "Cl", "H", "H", "H", "H", "H", "H", "H", "H", "H", "H", "H", "H", "H", "H", "H", "H", "H", "H", "H", "H", "H", "H", "H", "H", "H", "H", "H", "H", "H", "H", "H", "H", "H", "H", "H", "H", "H", "H", "H", "H", "H", "H", "H", "H", "H", "H", "C", "C", "O", "C", "C", "O", "H", "H", "H", "H", "H", "H", "H", "H", "C", "C", "O", "C", "C", "O", "H", "H", "H", "H", "H", "H", "H", "H"], "positions_angstrom": [[7.81391, 1.06684, 2.96426], [6.82059, 0.14234, 2.22446], [7.15718, -0.09052, 0.73357], [6.03213, 0.33726, -0.22867], [5.23434, -0.85373, -0.73392], [3.99617, -0.43604, -1.53950], [3.15464, -1.65981, -1.94862], [1.66646, -1.28775, -1.86418], [0.72052, -2.46163, -2.18343], [-0.15384, -2.88986, -1.00312], [-0.48612, -1.80704, -0.13628], [-1.60363, -1.08787, -0.55914], [-1.40914, 0.23265, -0.26639], [-1.70341, 1.14325, -1.33249], [-0.56523, 2.10129, -1.61026], [-0.45999, 3.07936, -0.43755], [-2.68430, -1.63272, 0.19529], [-3.82156, -0.83576, 0.13655], [-4.44805, -0.68391, -0.89172], [-4.17540, -0.25787, 1.46520], [-4.65932, -1.10217, 2.41935], [-4.96624, -0.63111, 3.66207], [-4.77026, 0.69370, 3.92217], [-4.31309, 1.55205, 2.96964], [-4.01586, 1.07009, 1.72674], [0.58331, -3.96161, -0.13758], [1.05733, -3.38795, 1.20005], [1.89896, -4.38245, 2.00256], [2.90474, -3.65574, 2.93436], [-0.20019, -5.18754, 0.11917], [-1.43959, -4.95648, 0.80471], [-1.24577, -5.33469, 2.20138], [-2.27974, -5.00893, 2.99300], [-3.40553, -5.66708, 2.66734], [-1.96995, -5.36159, 4.25656], [-2.55153, -3.69747, 2.99960], [-0.29765, -6.07729, -0.95899], [-0.97374, -5.60448, -2.51760], [0.10545, -7.33657, -0.78852], [0.67491, -7.84487, 0.50312], [-0.02014, -8.52764, -2.04466], [8.58652, 1.45014, 2.30245], [8.28317, 0.57097, 3.80781], [7.28838, 1.93266, 3.36332], [5.82447, 0.56822, 2.31898], [6.80430, -0.81051, 2.74753], [8.05186, 0.48126, 0.49787], [7.35404, -1.14964, 0.58703], [6.46956, 0.81953, -1.10502], [5.39187, 1.07208, 0.25575], [4.84502, -1.38855, 0.13553], [5.83158, -1.51866, -1.35677], [3.41801, 0.20438, -0.87232], [4.26783, 0.18200, -2.39611], [3.43479, -1.97997, -2.94793], [3.35371, -2.41697, -1.18813], [1.50498, -0.52309, -2.62331], [1.49880, -0.84293, -0.88887], [0.06348, -2.16927, -3.00448], [1.31373, -3.29044, -2.55742], [-1.09203, -3.33876, -1.32110], [-1.75111, -1.28356, -1.62386], [-2.01056, 0.65141, -2.25748], [-2.54945, 1.75634, -1.01985], [0.37912, 1.60351, -1.81788], [-0.84706, 2.68701, -2.48766], [-1.37479, 3.64315, -0.30270], [0.36803, 3.77404, -0.54926], [-0.31515, 2.50809, 0.47900], [-4.79695, -2.14617, 2.17901], [-5.32637, -1.30691, 4.41970], [-4.97816, 1.07653, 4.91298], [-4.16562, 2.59445, 3.19365], [-3.65229, 1.73491, 0.95924], [1.49710, -4.26893, -0.64036], [0.21353, -3.10284, 1.82198], [1.63538, -2.48816, 0.99823], [2.41253, -5.08985, 1.35175], [1.26263, -4.97540, 2.64979], [2.80188, -2.57809, 2.84612], [3.92297, -3.97692, 2.73442], [2.69407, -3.91687, 3.96941], [-2.20924, -5.61716, 0.41071], [-1.81273, -3.93471, 0.73690], [1.54124, -7.25251, 0.76891], [0.94882, -8.88831, 0.41332], [-0.07631, -7.77209, 1.28267], [-4.60868, 3.95943, -5.41117], [-3.47791, 4.96604, -5.46355], [-2.38402, 4.57954, -4.62783], [-1.41407, 3.73438, -5.02014], [-1.58705, 2.94362, -6.29582], [-0.46007, 3.57597, -4.30855], [-4.29721, 2.98323, -5.78309], [-5.45282, 4.30198, -6.01011], [-4.94123, 3.82031, -4.38248], [-3.13652, 5.15690, -6.48214], [-3.81940, 5.92025, -5.06586], [-1.99310, 1.96360, -6.04813], [-0.60791, 2.81717, -6.75132], [-2.22609, 3.42114, -7.03457], [-0.91438, 8.04054, 3.24653], [-0.94370, 7.46031, 1.84755], [-1.10755, 6.04083, 1.86471], [-2.30302, 5.43260, 1.95029], [-3.52838, 6.24585, 2.30195], [-2.35938, 4.24256, 1.80731], [-1.85285, 7.86884, 3.77420], [-0.73187, 9.11485, 3.21052], [-0.12509, 7.56936, 3.83215], [-1.70185, 7.92888, 1.21792], [0.01461, 7.63219, 1.36055], [-3.69965, 6.17473, 3.37523], [-4.38039, 5.81956, 1.77721], [-3.46727, 7.29329, 2.01660]], "atomic_forces_ev_per_a": [[-0.45, 0.13, -0.04], [0.46, 0.02, 0.07], [-0.49, 0.43, 0.30], [0.73, -0.46, -0.43], [-0.92, 0.65, -0.11], [0.32, -0.31, 0.33], [-0.31, 1.15, 0.80], [0.56, -0.43, -0.86], [-0.38, 0.82, -0.01], [0.50, -0.88, 0.72], [-0.37, 0.40, -0.25], [1.09, -0.84, 0.10], [-0.28, -0.16, -0.44], [0.06, 0.69, -0.38], [-0.55, 0.75, 0.43], [0.50, -0.58, 0.07], [-0.55, 0.58, 0.08], [-0.60, -0.04, -1.14], [1.00, -0.04, 1.19], [0.12, -0.61, -1.17], [-0.21, -1.34, -0.04], [-0.18, -0.60, 0.41], [-0.41, 0.53, 1.64], [0.20, 0.79, -0.03], [0.36, 0.89, -0.90], [0.11, 0.42, 0.72], [0.08, -0.63, 0.07], [0.36, 0.41, 0.46], [-0.38, -0.57, -0.06], [-0.63, 0.83, -0.70], [-0.16, -0.63, -0.06], [-0.29, 0.43, -0.01], [0.58, -0.43, 0.79], [-0.15, 0.18, -0.15], [-0.05, 0.12, -0.47], [-0.15, -0.01, -0.14], [0.30, -0.86, 0.01], [0.01, 0.20, 0.22], [0.01, -0.20, -0.12], [-0.23, -0.04, -0.18], [-0.04, 0.16, 0.02], [0.14, -0.06, -0.03], [0.17, -0.07, 0.04], [0.04, 0.11, 0.08], [-0.16, -0.06, -0.06], [-0.14, -0.13, 0.02], [0.20, -0.16, -0.06], [0.27, -0.06, -0.19], [0.02, 0.20, -0.01], [-0.19, 0.03, -0.01], [0.19, -0.38, 0.02], [0.30, -0.14, 0.23], [-0.24, 0.10, -0.06], [0.05, -0.02, -0.12], [0.01, -0.40, -0.02], [0.07, -0.45, -0.30], [-0.12, 0.32, 0.15], [-0.32, -0.02, 0.06], [-0.03, 0.00, -0.08], [-0.12, -0.31, 0.02], [0.01, 0.01, -0.34], [-0.35, 0.32, -0.10], [0.06, -0.49, 0.17], [-0.22, -0.06, 0.05], [0.03, -0.19, 0.01], [0.16, -0.31, 0.02], [-0.15, 0.10, -0.12], [0.08, 0.09, -0.03], [0.10, 0.15, 0.18], [0.03, -0.16, 0.05], [-0.10, -0.04, 0.15], [-0.06, 0.01, 0.07], [0.06, 0.19, -0.01], [0.12, 0.11, -0.05], [-0.07, -0.23, -0.30], [-0.14, 0.31, -0.08], [0.00, 0.11, -0.05], [0.12, 0.05, -0.15], [-0.28, -0.22, -0.20], [0.24, 0.13, -0.04], [0.18, 0.25, -0.07], [0.06, 0.08, 0.12], [-0.02, -0.07, -0.10], [0.26, 0.18, 0.20], [0.13, 0.07, 0.25], [0.14, -0.09, -0.09], [0.03, 0.14, 0.24], [0.06, -0.14, 0.04], [-0.24, -0.09, -0.12], [0.09, 0.28, 0.19], [-0.04, -0.30, -0.15], [0.09, 0.32, -0.31], [0.01, 0.23, -0.22], [-0.01, 0.03, -0.08], [0.00, 0.02, 0.01], [-0.02, 0.07, 0.00], [0.02, -0.07, 0.00], [0.11, 0.00, 0.09], [0.00, 0.00, 0.01], [0.05, -0.13, 0.15], [-0.12, -0.08, 0.07], [-0.08, -0.09, 0.10], [-0.01, 0.22, 0.13], [0.23, -0.13, -0.21], [-0.21, 0.09, 0.25], [-0.08, 0.20, -0.41], [-0.06, -0.04, 0.08], [-0.03, 0.06, -0.04], [0.01, 0.00, -0.01], [0.05, 0.03, -0.05], [-0.05, -0.03, 0.04], [0.01, -0.14, -0.03], [0.01, -0.01, 0.01], [0.01, -0.16, 0.13], [0.06, 0.02, 0.14]]}